Record 1
Here is one molecule with the formula C3H3N3 in a non-equilibrium geometry from the OMol25 dataset. Energies are from ωB97M-V/def2-TZVPD.

Summary:
energy relative to the best compared isomer or geometry (same formula, charge and spin)	156.94	kJ/mol
orbital gap	10.93	eV
calculated total energy	-280.32100	a.u.
SMILES	N#C[C@@H]1N=C1N

Bonds (Å) are listed after each position.
Positions of all 9 atoms, in Å:
1 N -0.382 -1.627 -0.429  C6 1.341, H7 1.007, H8 1.010
2 N 1.483 0.001 -0.257  C4 1.527, C6 1.261
3 N -0.813 2.743 -0.289  C5 1.158
4 C 0.451 0.660 0.655  N2 1.527, C5 1.455, C6 1.441, H9 1.089
5 C -0.237 1.837 0.146  N3 1.158, C4 1.455
6 C 0.371 -0.570 -0.093  N1 1.341, N2 1.261, C4 1.441
7 H -1.354 -1.607 -0.166  N1 1.007
8 H -0.163 -2.102 -1.293  N1 1.010
9 H 0.645 0.665 1.727  C4 1.089

=====

Record 2
Here is one molecule with the formula C3H3N3 in a non-equilibrium geometry from the OMol25 dataset. Energies are from ωB97M-V/def2-TZVPD.

Summary:
energy relative to the best compared isomer or geometry (same formula, charge and spin)	255.01	kJ/mol
orbital gap	10.07	eV
calculated total energy	-280.28365	a.u.
SMILES	N#CC(N)C#N

Bonds (Å) are listed after each position.
Positions of all 9 atoms, in Å:
1 N -0.708 -0.841 -0.254  C4 1.386, H7 1.014, H9 1.009
2 N 2.722 -0.870 -0.336  C5 1.159
3 N -1.535 2.038 0.128  C6 1.173
4 C 0.287 -0.055 0.305  N1 1.386, C5 1.488, C6 1.865, H8 1.077
5 C 1.655 -0.505 -0.071  N2 1.159, C4 1.488
6 C -0.424 1.660 0.134  N3 1.173, C4 1.865
7 H -0.617 -1.123 -1.224  N1 1.014
8 H 0.215 0.102 1.368  C4 1.077
9 H -1.595 -0.406 -0.049  N1 1.009

=====

Record 3
Here is a 2-piece molecular cluster, C3H3N3 overall in a non-equilibrium geometry from the OMol25 dataset. Energies are from ωB97M-V/def2-TZVPD.

Summary:
energy relative to the best compared isomer or geometry (same formula, charge and spin)	640.32	kJ/mol
orbital gap (spin up / spin down)	8.05 / 6.93	eV
calculated total energy	-280.13689	a.u.

Bonds (Å) are listed after each position.
Positions of all 9 atoms, in Å:
1 N 1.237 0.753 -0.562  C4 1.440, C6 1.264
2 N 3.752 -1.759 0.160  C5 1.129
3 N 2.534 2.655 0.094  C6 1.149
4 C 0.284 -0.167 0.003  N1 1.440, H7 1.127, H8 1.222, H9 1.131
5 C 3.286 -0.745 -0.009  N2 1.129
6 C 1.837 1.760 -0.087  N1 1.264, N3 1.149
7 H -0.615 0.300 -0.488  C4 1.127
8 H 0.225 -0.018 1.215  C4 1.222
9 H 0.724 -1.121 -0.416  C4 1.131

=====

Record 4
Here is a 2-piece molecular cluster, C3H3N3O overall in a non-equilibrium geometry from the OMol25 dataset. Energies are from ωB97M-V/def2-TZVPD.

Summary:
energy relative to the best compared isomer or geometry (same formula, charge and spin)	192.78	kJ/mol
orbital gap	9.76	eV
calculated total energy	-355.56646	a.u.
SMILES	N=C=CC=O.N#N

Bonds (Å) are listed after each position.
Positions of all 10 atoms, in Å:
1 O 0.949 -0.141 2.414  C7 1.202
2 N 0.203 -1.816 -0.853  N3 1.098
3 N -0.010 -2.185 -1.864  N2 1.098
4 N -1.771 1.692 -0.188  C6 1.226, H10 1.017
5 C 0.439 0.474 0.060  C6 1.317, C7 1.588, H8 1.097
6 C -0.724 1.056 -0.148  N4 1.226, C5 1.317
7 C 0.694 -0.492 1.294  O1 1.202, C5 1.588, H9 1.111
8 H 1.263 0.766 -0.603  C5 1.097
9 H 0.607 -1.546 0.952  C7 1.111
10 H -2.490 1.458 -0.866  N4 1.017